Entry 1:
The ion C9H10O3P with charge -1 in a non-equilibrium geometry. Source: the Open Molecules 2025 dataset; level of theory: ωB97M-V/def2-TZVPD.

Energy above the lowest of the compared OMol25 structures with the same formula, charge and spin (kcal per mole): 43.6
2S+1: 3
E_HOMO (alpha / beta) (eV): -2.034 / -5.324
HOMO-LUMO gap (alpha / beta) (eV): 5.254 / 6.409
Largest force on an atom (eV/A): 6.8
Net charge: -1

Cartesian coordinates (Å):
1 C -3.551780 0.999718 0.345146
2 C -2.632985 0.856772 1.353473
3 C -3.029046 0.723925 -0.901131
4 C -1.329807 0.459755 1.244219
5 C -1.740615 0.208112 -1.074411
6 C -0.940957 -0.041713 0.032318
7 C 0.341248 -0.769874 -0.210038
8 C 1.455166 -0.423244 0.536261
9 C 2.827076 -0.919983 0.212871
10 O 4.578742 1.049191 0.482121
11 O 2.836596 1.491453 -1.372610
12 O 3.521644 -1.199372 1.375194
13 P 3.697655 0.528723 -0.649754
14 H -4.378154 1.488202 0.573636
15 H -2.851372 1.107093 2.332955
16 H -3.625794 0.899805 -1.876862
17 H -0.755102 0.492391 2.189421
18 H -1.387867 -0.355025 -1.958688
19 H 0.140750 -1.493269 -0.894627
20 H 1.324577 0.426608 1.272500
21 H 2.734851 -1.979095 -0.524637
22 H 4.197789 -0.440164 1.370678
23 H 4.482762 0.000817 -1.662772

Atoms 1-2, force components in eV/Å:
4.25 -1.41 -0.96
0.70 0.11 0.69

Entry 2:
The molecule C9H10S in a non-equilibrium geometry. Source: the Open Molecules 2025 dataset; level of theory: ωB97M-V/def2-TZVPD.

Energy above the lowest of the compared OMol25 structures with the same formula, charge and spin (kcal per mole): 8.6
E_HOMO (eV): -8.132
HOMO-LUMO gap (eV): 8.964
Largest force on an atom (eV/A): 5.3
Net charge: 0

Cartesian coordinates (Å):
1 C -0.187842 -1.295039 2.371344
2 C -1.528414 -1.449724 2.079739
3 C 0.688325 -0.677881 1.454720
4 C -2.073505 -1.110631 0.836505
5 C 0.158474 -0.419039 0.236318
6 C -1.207552 -0.562880 -0.083942
7 C 0.325314 0.561502 -1.231353
8 C 0.318706 1.989856 -0.816680
9 C 1.539780 0.278946 -2.131765
10 S -1.330345 -0.004178 -1.731614
11 H 0.243615 -1.839946 3.174276
12 H -2.125507 -1.922451 2.789221
13 H 1.632731 -0.127906 1.621025
14 H -3.077729 -1.112260 0.497168
15 H 1.361039 2.289351 -0.464838
16 H -0.352774 2.163070 0.137850
17 H 0.232940 2.617354 -1.772766
18 H 1.307465 0.559623 -3.092376
19 H 1.688400 -0.800489 -2.108788
20 H 2.386879 0.862723 -1.764044

Atoms 1-2, force components in eV/Å:
0.53 -0.09 -0.84
0.56 -0.05 -1.18

Entry 3:
A cluster of 2 separate species, C9H11BN2 in total in a non-equilibrium geometry. Source: the Open Molecules 2025 dataset; level of theory: ωB97M-V/def2-TZVPD.

Energy above the lowest of the compared OMol25 structures with the same formula, charge and spin (kcal per mole): 117.3
E_HOMO (alpha / beta) (eV): -7.332 / -7.334
HOMO-LUMO gap (alpha / beta) (eV): 7.338 / 7.340
Largest force on an atom (eV/A): 5.0
Net charge: 0

Cartesian coordinates (Å):
1 B -0.051893 0.038812 -0.163523
2 C -3.520772 1.413132 0.125141
3 C 3.005790 2.136628 0.130962
4 C -2.189430 1.638860 -0.247634
5 C 1.624715 1.924507 0.175344
6 C -3.631792 0.105246 0.456188
7 C 3.553532 0.926546 -0.267439
8 C -1.561828 0.369628 -0.113487
9 C 1.299175 0.653085 -0.286214
10 C 0.037128 -2.702412 -0.207899
11 N -2.428808 -0.459752 0.433793
12 N 2.554890 0.108562 -0.547031
13 H -4.266973 2.104343 0.164744
14 H 3.678467 2.847380 0.567316
15 H -1.734585 2.532220 -0.403971
16 H 0.812798 2.637163 0.415897
17 H -4.462973 -0.447105 0.782798
18 H 4.557584 0.598725 -0.641126
19 H -0.826207 -2.805927 -0.843593
20 H -0.207424 -2.765000 0.885149
21 H 0.861891 -3.367754 -0.623979
22 H -2.145577 -1.434238 0.497069
23 H 2.609149 -0.806646 -0.850866

Atoms 1-2, force components in eV/Å:
-0.59 -2.57 -0.88
1.69 -0.30 -0.58

Entry 4:
The ion C9H11BrN with charge +1 in a non-equilibrium geometry. Source: the Open Molecules 2025 dataset; level of theory: ωB97M-V/def2-TZVPD.

Energy above the lowest of the compared OMol25 structures with the same formula, charge and spin (kcal per mole): 84.7
E_HOMO (eV): -13.162
HOMO-LUMO gap (eV): 9.188
Largest force on an atom (eV/A): 5.5
Net charge: +1

Cartesian coordinates (Å):
1 C -0.726604 0.701420 -0.185422
2 C -0.759417 1.849337 0.194923
3 C -0.401123 -1.725221 1.758101
4 C -1.254194 -1.664256 0.739218
5 C 0.892914 -1.092391 1.546499
6 C -0.907516 -0.702862 -0.422092
7 C 1.302187 -0.797378 0.305882
8 C -0.883221 3.264574 0.629572
9 C 0.927848 -0.539500 -2.143691
10 N 0.469723 -1.103972 -0.844735
11 Br 2.984006 0.184541 0.110150
12 H -0.698507 -2.357557 2.570955
13 H -2.231738 -2.166267 0.790437
14 H 1.530799 -0.849016 2.292921
15 H -1.554490 -0.770329 -1.190460
16 H -1.877990 3.414945 0.588481
17 H -0.306188 3.837721 -0.083904
18 H -0.229541 3.525632 1.533430
19 H 0.588444 0.462122 -2.032771
20 H 2.003900 -0.312408 -2.242014
21 H 0.500380 -0.988905 -3.085150
22 H 0.630326 -2.170234 -0.830327

Atoms 1-2, force components in eV/Å:
-1.13 2.24 1.69
0.29 -0.35 0.15

Question: Which value of net charge does entry 3 give?
Answer: 0

Question: What is the formula in the fourth record?
Answer: C9H11BrN